Entry 1:
A structure of composition C38H35N8O5S2Zr. Source: OMol25; level of theory: ωB97M-V/def2-TZVPD.

Properties
Energy (eV): -85084.320
ΔE to the lowest compared entry with this formula, charge and spin (kcal per mole): 15.9

ORCA input file:
```
! wB97M-V def2-TZVPD RIJCOSX def2/J DEFGRID3
* xyz 1 1
Zr 0.14 1.63 0.59
C -1.17 0.35 4.58
C -0.23 0.82 5.49
C 0.96 1.32 5.02
C 1.21 1.36 3.64
N 0.26 0.96 2.77
C -0.88 0.43 3.25
N 2.45 1.82 3.28
C 2.89 2.05 2.10
N 2.27 1.90 0.87
C 3.10 2.38 -0.12
N 2.90 2.48 -1.39
C 1.88 1.91 -2.10
C 1.95 2.11 -3.49
C 1.11 1.41 -4.32
C 0.20 0.51 -3.76
C 0.11 0.43 -2.40
N 0.89 1.15 -1.56
C 4.35 2.83 0.50
C 5.50 3.37 -0.05
C 6.54 3.68 0.83
C 6.42 3.45 2.20
C 5.26 2.90 2.74
C 4.24 2.60 1.87
H -2.12 -0.08 4.90
H -0.43 0.80 6.55
H 1.74 1.68 5.67
H -1.59 0.07 2.51
H 2.71 2.78 -3.86
H 1.17 1.53 -5.40
H -0.45 -0.10 -4.37
H -0.62 -0.20 -1.93
H 5.58 3.55 -1.11
H 7.45 4.10 0.44
H 7.25 3.70 2.84
H 5.16 2.72 3.80
C -3.78 3.16 -5.63
C -3.52 2.75 -4.21
C -2.41 3.24 -3.52
C -2.16 2.87 -2.21
C -3.04 2.00 -1.57
C -4.16 1.52 -2.23
C -4.39 1.89 -3.54
S -2.74 1.44 0.07
O -1.60 0.43 -0.03
O -3.93 0.87 0.60
N -1.97 2.49 0.95
C -1.95 3.95 0.95
C -0.42 4.00 1.04
O 0.14 3.80 2.11
O 0.17 3.66 -0.08
H -3.03 3.85 -6.00
H -4.76 3.64 -5.72
H -3.79 2.28 -6.28
H -1.73 3.93 -4.01
H -1.30 3.28 -1.69
H -4.85 0.86 -1.71
H -5.26 1.51 -4.06
H -2.43 4.35 1.84
H -2.35 4.40 0.04
C -0.29 -5.53 -2.98
C 0.21 -4.33 -2.19
C 0.51 -4.70 -0.74
N 1.06 -3.58 0.03
C 0.46 -2.43 0.32
S 1.43 -1.08 0.64
N -0.90 -2.39 0.34
C -1.84 -3.37 0.78
O -2.95 -3.32 0.33
C -1.41 -4.33 1.83
C -0.43 -4.02 2.77
C -0.12 -4.94 3.76
C -0.78 -6.16 3.81
C -1.76 -6.46 2.88
C -2.09 -5.54 1.90
H -0.52 -5.26 -4.00
H -1.19 -5.95 -2.53
H 0.47 -6.32 -3.01
H -0.54 -3.53 -2.20
H 1.12 -3.92 -2.64
H 1.25 -5.50 -0.69
H -0.38 -5.09 -0.25
H 2.07 -3.52 0.06
H -1.34 -1.49 0.18
H 0.07 -3.06 2.75
H 0.63 -4.70 4.50
H -0.53 -6.88 4.58
H -2.28 -7.41 2.93
H -2.87 -5.75 1.17
*
```

Entry 2:
A structure of composition C24H47Br4NaO19. Source: OMol25; level of theory: ωB97M-V/def2-TZVPD.

Properties
Energy (eV): -349140.119

ORCA input file:
```
! wB97M-V def2-TZVPD RIJCOSX def2/J DEFGRID3
* xyz 0 1
Na -27.43 32.47 3.74
C -23.94 32.39 4.36
O -25.13 32.29 3.65
H -24.09 31.96 5.39
H -23.11 31.85 3.85
H -23.61 33.45 4.53
C -22.16 35.99 5.99
C -22.95 35.32 7.07
C -22.52 33.90 7.41
O -22.52 33.90 8.87
C -22.44 35.18 9.31
O -22.14 35.53 10.39
O -22.83 36.04 8.32
H -22.61 36.95 5.75
H -22.14 35.40 5.06
H -21.11 36.14 6.24
H -24.01 35.29 6.75
H -21.48 33.71 7.13
H -23.17 33.12 7.04
Br -22.08 29.09 -1.02
C -23.38 29.85 0.19
C -23.36 31.36 0.29
Br -23.54 32.22 -1.46
H -23.20 29.41 1.17
H -24.35 29.46 -0.10
H -22.45 31.71 0.76
H -24.24 31.71 0.82
Br -23.78 28.46 8.46
C -22.31 29.72 8.61
C -21.92 30.13 7.22
Br -21.10 28.68 6.24
H -21.53 29.20 9.15
H -22.70 30.62 9.08
H -21.25 30.99 7.25
H -22.81 30.38 6.66
C -26.48 25.91 7.68
O -25.74 26.14 6.48
C -25.81 27.36 5.95
O -26.60 28.20 6.22
O -24.83 27.46 5.10
C -24.87 28.60 4.25
H -26.20 26.63 8.45
H -26.25 24.90 7.98
H -27.56 26.02 7.51
H -25.47 28.41 3.35
H -23.88 28.89 3.89
H -25.26 29.46 4.80
C -28.76 35.20 6.72
O -27.86 34.38 7.47
C -27.60 33.20 6.94
O -28.12 32.75 5.96
O -26.72 32.59 7.70
C -26.39 31.26 7.34
H -28.38 35.34 5.71
H -28.79 36.15 7.23
H -29.74 34.74 6.66
H -27.26 30.62 7.37
H -25.64 30.90 8.03
H -25.94 31.25 6.34
C -19.83 32.16 4.70
O -18.49 32.51 5.00
C -18.32 33.61 5.71
O -19.16 34.25 6.28
O -17.03 33.90 5.70
C -16.68 35.12 6.32
H -20.18 32.69 3.82
H -20.45 32.43 5.56
H -19.90 31.09 4.50
H -16.83 35.95 5.63
H -15.67 35.04 6.68
H -17.35 35.33 7.17
C -19.58 36.95 2.11
O -20.99 36.81 2.04
C -21.47 35.64 1.67
O -20.85 34.73 1.21
O -22.76 35.69 1.81
C -23.53 34.55 1.33
H -19.41 38.00 2.37
H -19.10 36.79 1.14
H -19.13 36.37 2.90
H -24.53 34.76 1.66
H -23.19 33.60 1.73
H -23.50 34.62 0.25
C -25.98 35.62 3.84
O -26.96 36.41 3.14
C -28.12 35.82 2.92
O -28.41 34.72 3.28
O -28.91 36.64 2.29
C -30.21 36.17 2.05
H -26.33 35.40 4.85
H -25.08 36.22 3.93
H -25.77 34.68 3.33
H -30.23 35.13 1.72
H -30.63 36.79 1.26
H -30.82 36.27 2.94
*
```

Entry 3:
The molecule C2H8N4S. Source: OMol25; level of theory: ωB97M-V/def2-TZVPD.

Properties
SMILES: CS/C(=N\N)NN
Energy (eV): -18996.223
ΔE to the lowest compared entry with this formula, charge and spin (kcal per mole): 44.1

ORCA input file:
```
! wB97M-V def2-TZVPD RIJCOSX def2/J DEFGRID3
* xyz 0 1
C -1.05 1.91 -0.28
S 0.58 1.16 -0.67
C 0.13 -0.38 0.28
N -0.62 -1.33 -0.18
N -1.42 -1.18 -1.30
N 0.91 -0.76 1.36
N 2.27 -0.66 1.43
H -1.84 1.30 -0.63
H -0.99 2.33 0.78
H -1.18 2.89 -0.89
H -1.78 -2.10 -1.43
H -0.65 -1.09 -2.13
H 0.50 -1.59 1.72
H 2.55 -0.79 0.44
H 2.58 0.28 1.50
*
```

Entry 4:
A structure of composition C35H57AlO3PSi2. Source: OMol25; level of theory: ωB97M-V/def2-TZVPD.

Properties
Energy (eV): -74996.368
ΔE to the lowest compared entry with this formula, charge and spin (kcal per mole): 0.0

ORCA input file:
```
! wB97M-V def2-TZVPD RIJCOSX def2/J DEFGRID3
* xyz 1 1
O -1.67 -1.17 -2.28
O 0.98 1.51 -6.22
C -0.70 -2.24 -2.49
C -1.43 -3.55 -2.47
H 0.02 -2.07 -1.69
H -0.19 -2.13 -3.44
H -1.83 -3.88 -1.50
H -0.77 -4.37 -2.79
H -2.27 -3.49 -3.17
C -1.93 -0.47 -3.51
C -1.66 -1.23 -4.82
H -1.33 0.45 -3.43
H -2.97 -0.15 -3.53
H -0.65 -1.00 -5.17
H -2.33 -0.85 -5.62
H -1.78 -2.32 -4.77
C 0.62 2.60 -5.38
C 2.39 1.24 -6.24
C -0.86 2.89 -5.59
H 1.17 3.52 -5.66
H 0.85 2.36 -4.32
H -1.05 3.03 -6.67
H -1.15 3.80 -5.06
H -1.51 2.07 -5.24
C 2.69 0.41 -7.48
H 2.67 0.69 -5.31
H 2.98 2.17 -6.30
H 2.14 -0.53 -7.51
H 3.77 0.17 -7.53
H 2.44 0.99 -8.38
H 3.20 0.11 -0.87
Al -1.34 -0.20 -0.22
C 3.46 0.07 -1.92
Si 4.88 1.33 -1.65
H 3.68 -0.99 -2.14
H 2.67 0.44 -2.59
C 5.80 0.66 -3.15
C 5.47 0.79 0.07
C 4.27 3.12 -1.74
C -2.61 -1.69 0.14
Si -4.13 -0.61 -0.35
H -2.69 -1.95 1.23
H -2.45 -2.66 -0.44
C -5.30 -1.78 -1.23
C -3.77 0.93 -1.43
C -5.15 0.03 1.05
H 3.67 3.24 -2.66
H 5.13 3.80 -1.80
H 3.65 3.43 -0.88
H 5.67 -0.44 -3.14
H 6.87 0.91 -3.13
H 5.34 1.02 -4.09
H 4.66 0.27 0.61
H 5.83 1.63 0.71
H 6.31 0.09 -0.09
H -4.35 0.80 -2.35
H -2.74 1.17 -1.77
H -4.13 1.85 -0.94
H -6.12 0.35 0.66
H -4.67 0.90 1.51
H -5.35 -0.71 1.83
H -6.32 -1.56 -0.89
H -5.08 -2.83 -0.97
H -5.26 -1.68 -2.32
O -1.85 2.87 0.12
C -1.00 2.01 0.31
C 0.29 2.28 0.93
C 0.84 3.57 0.92
C 2.05 3.81 1.56
C 2.74 2.75 2.16
C 2.20 1.45 2.17
C 0.91 1.21 1.65
P -0.18 -0.16 2.22
C 0.08 -0.05 4.09
C 1.15 -0.71 4.74
C 1.43 -0.47 6.10
C 0.62 0.38 6.85
C -0.47 1.01 6.23
C -0.74 0.79 4.87
C 0.36 -1.90 1.98
C -0.30 -2.94 2.68
C -0.17 -4.28 2.26
C 0.65 -4.59 1.17
C 1.34 -3.57 0.50
C 1.21 -2.23 0.91
H 0.31 4.39 0.43
H 2.44 4.84 1.61
H 3.71 2.94 2.63
H 2.75 0.63 2.64
H 1.77 -1.42 4.18
H 2.30 -0.96 6.56
H 0.83 0.55 7.91
H -1.10 1.68 6.82
H -1.60 1.28 4.39
H -0.94 -2.69 3.53
H -0.70 -5.09 2.80
H 0.76 -5.63 0.84
H 2.00 -3.80 -0.36
H 1.74 -1.43 0.40
*
```